[1]
{"formula": "C17H23Cl3N7O3S2Ti", "method": "the ωB97M-V functional and the def2-TZVPD basis", "spin_multiplicity": 2, "e_lumo_ev": [-5.86, -6.03], "charge": 2, "relative_energy_kcal_mol": 40.7, "species": ["Ti", "O", "N", "N", "O", "C", "C", "C", "C", "C", "C", "H", "H", "H", "H", "H", "C", "S", "C", "O", "H", "H", "H", "H", "H", "H", "C", "N", "C", "N", "S", "H", "H", "H", "H", "H", "H", "N", "C", "C", "C", "C", "C", "N", "H", "H", "H", "H", "H", "H", "Cl", "C", "Cl", "Cl", "C", "N"], "positions_angstrom": [[0.36039, -0.05284, 0.35240], [-1.36249, -0.36918, -0.01454], [-2.00869, -1.19857, 0.74562], [-1.27936, -1.59247, 1.72983], [-0.01490, -1.13032, 1.77348], [-1.72926, -2.50090, 2.68505], [-3.03605, -2.98711, 2.61650], [-3.46833, -3.88080, 3.57643], [-2.61443, -4.29320, 4.59081], [-1.31284, -3.81738, 4.64085], [-0.86065, -2.92330, 3.69028], [-3.67396, -2.65757, 1.81344], [-4.47863, -4.25270, 3.53360], [-2.95977, -4.98721, 5.33977], [-0.64645, -4.14082, 5.42289], [0.15769, -2.56051, 3.71085], [1.15022, -2.31023, -3.56308], [1.51594, -0.83591, -2.55401], [3.31652, -1.08353, -2.37909], [1.00536, -1.20707, -1.15868], [2.06032, -2.74213, -3.96184], [0.50531, -2.00059, -4.37991], [0.62294, -3.03243, -2.94829], [3.77182, -1.01736, -3.36276], [3.50998, -2.05509, -1.93455], [3.70978, -0.29115, -1.74604], [1.32182, 0.63629, 5.26522], [0.85863, 0.83129, 3.90462], [0.47799, 1.96701, 3.32783], [0.59887, 3.14910, 3.92051], [-0.20561, 1.95797, 1.75598], [0.67601, -0.08640, 5.76497], [1.28261, 1.56162, 5.83181], [2.34959, 0.26696, 5.27617], [0.66737, -0.01524, 3.37057], [0.94910, 3.27726, 4.85759], [0.26561, 3.96319, 3.42694], [2.37644, -2.38067, 1.25673], [2.95241, -1.17899, 1.46222], [4.21220, -1.09548, 2.09194], [4.81297, 0.12781, 2.23598], [4.17015, 1.26055, 1.72420], [2.94277, 1.11262, 1.12767], [2.31268, -0.07681, 1.01669], [2.75860, -3.20661, 1.68748], [1.46435, -2.42354, 0.81498], [4.69178, -1.99954, 2.43227], [5.77243, 0.21460, 2.72101], [4.63824, 2.22700, 1.78741], [2.41316, 1.96568, 0.70942], [-2.98997, 1.27723, -2.00899], [-1.56297, 2.15970, -2.65471], [-1.16932, 1.56633, -4.30613], [-1.82433, 3.92167, -2.64891], [-0.47549, 1.81559, -1.79908], [0.36997, 1.47244, -1.08675]]}

[2]
{"formula": "H6NO3SSi2", "method": "the ωB97M-V functional and the def2-TZVPD basis", "e_lumo_ev": 3.36, "charge": -1, "relative_energy_kcal_mol": 0.0, "species": ["N", "O", "O", "O", "Si", "Si", "S", "H", "H", "H", "H", "H", "H"], "positions_angstrom": [[0.31939, -0.02139, -0.56092], [-0.87939, -4.15212, 1.78431], [-2.71061, -2.81535, 2.48814], [-0.76162, -1.79352, 1.31862], [1.83359, 0.57898, -0.15602], [-0.48041, -1.49744, -0.35599], [-1.65821, -3.00029, 1.54255], [1.68303, 1.99606, 0.34641], [2.88723, 0.92858, -1.22165], [2.69368, -0.30025, 0.76527], [-2.33063, -3.09505, 0.29654], [-0.17554, -3.04161, -0.62085], [-1.83159, -1.40259, -0.74225]]}

[3]
{"formula": "C5H8N2O", "method": "the ωB97M-V functional and the def2-TZVPD basis", "e_lumo_ev": 0.43, "charge": 0, "relative_energy_kcal_mol": 299.2, "species": ["C", "C", "C", "C", "C", "H", "H", "H", "H", "H", "H", "H", "H", "N", "N", "O"], "positions_angstrom": [[-2.86469, 0.32154, 0.37113], [0.31275, 0.06725, -0.19337], [1.82180, -1.68587, 0.22885], [1.21965, 1.02646, 0.15850], [2.06645, 1.96334, 0.00655], [-3.74041, 0.66988, -0.93109], [-3.61783, -0.75069, 1.36634], [-2.16533, 1.40778, 1.12955], [-1.59378, -1.34951, 0.19278], [2.06253, -1.77781, 1.51657], [1.82569, -2.73093, -0.47604], [2.62544, -0.99298, -0.30090], [2.65276, 2.81752, 0.28674], [-1.78334, -0.39994, -0.32474], [-0.78016, 0.62383, -0.33602], [0.56996, -1.12710, -0.19858]]}

[4]
{"formula": "C10H8AgO5P2", "method": "the ωB97M-V functional and the def2-TZVPD basis", "spin_multiplicity": 2, "e_lumo_ev": [-8.52, -11.42], "charge": 2, "species": ["O", "C", "C", "C", "P", "P", "O", "O", "O", "C", "O", "C", "C", "C", "C", "C", "C", "H", "H", "H", "H", "H", "H", "H", "H", "Ag"], "positions_angstrom": [[-2.88365, -1.58895, 0.83664], [-1.93110, -0.96810, 0.49401], [-0.82982, -0.55662, 1.39833], [-0.22534, 0.61293, 1.18112], [1.14628, 1.11816, 2.24907], [2.72115, -0.33397, 1.63458], [2.92774, -0.19396, 0.20470], [4.08304, -0.13215, 2.52818], [2.15923, -1.77084, 1.99989], [-0.67454, 1.49556, 0.06929], [-0.66864, 2.68012, 0.14105], [-1.14736, 0.74468, -1.13395], [-0.95667, 1.21345, -2.40831], [-1.41873, 0.41317, -3.48464], [-2.05431, -0.82673, -3.27074], [-2.25409, -1.28508, -1.98983], [-1.78199, -0.50114, -0.91612], [-0.55980, -1.23034, 2.19349], [1.68663, 2.34763, 1.71940], [3.91021, -0.33412, 3.46521], [2.65383, -2.24001, 2.68973], [-0.47272, 2.15411, -2.59903], [-1.27381, 0.78013, -4.48853], [-2.38818, -1.42313, -4.10133], [-2.74823, -2.21464, -1.76903], [2.98089, 2.03983, 3.35683]]}

[5]
{"formula": "C4H11NO", "method": "the ωB97M-V functional and the def2-TZVPD basis", "smiles": "CC(C)N.C=O", "e_lumo_ev": 0.45, "charge": 0, "relative_energy_kcal_mol": 41.9, "species": ["O", "C", "H", "H", "C", "C", "C", "N", "H", "H", "H", "H", "H", "H", "H", "H", "H"], "positions_angstrom": [[-2.36088, -0.17730, 0.49272], [-2.93131, -0.53160, 1.53904], [-3.01452, -1.63996, 1.77846], [-3.36095, 0.17834, 2.19447], [0.82674, 0.81436, 0.68794], [0.89185, 0.00816, -0.61345], [1.39428, 0.96683, -1.67426], [1.82181, -1.16982, -0.51777], [0.08487, 1.66713, 0.63329], [0.45799, 0.18073, 1.55863], [1.85622, 1.19081, 0.88214], [-0.10194, -0.38083, -0.92725], [1.50741, 0.36261, -2.57516], [0.72050, 1.81518, -1.87722], [2.40586, 1.35534, -1.43455], [1.68836, -1.80673, 0.29515], [2.80123, -0.86196, -0.48093]]}

[6]
{"formula": "C3H5O3", "method": "the ωB97M-V functional and the def2-TZVPD basis", "e_lumo_ev": -5.58, "charge": 1, "relative_energy_kcal_mol": 179.7, "species": ["C", "C", "C", "O", "O", "O", "H", "H", "H", "H", "H"], "positions_angstrom": [[-0.39589, -1.48295, -1.44755], [-0.21616, -0.62492, -0.17054], [0.47643, 1.69136, 0.88559], [0.17392, -1.65523, 0.64016], [-0.61568, 2.15453, 1.23683], [0.84413, -1.48719, -0.61568], [-0.94481, -2.41298, -1.38525], [-0.18303, -0.98507, -2.33077], [1.15077, 2.42252, 0.34494], [0.95486, 0.77924, 1.17064], [-1.24456, 1.60068, 1.67164]]}

- Which value of charge does entry 1 give?
  +2

What did the first record say?
{"formula": "C17H23Cl3N7O3S2Ti", "method": "the ωB97M-V functional and the def2-TZVPD basis", "spin_multiplicity": 2, "e_lumo_ev": [-5.86, -6.03], "charge": 2, "relative_energy_kcal_mol": 40.7, "species": ["Ti", "O", "N", "N", "O", "C", "C", "C", "C", "C", "C", "H", "H", "H", "H", "H", "C", "S", "C", "O", "H", "H", "H", "H", "H", "H", "C", "N", "C", "N", "S", "H", "H", "H", "H", "H", "H", "N", "C", "C", "C", "C", "C", "N", "H", "H", "H", "H", "H", "H", "Cl", "C", "Cl", "Cl", "C", "N"], "positions_angstrom": [[0.36039, -0.05284, 0.35240], [-1.36249, -0.36918, -0.01454], [-2.00869, -1.19857, 0.74562], [-1.27936, -1.59247, 1.72983], [-0.01490, -1.13032, 1.77348], [-1.72926, -2.50090, 2.68505], [-3.03605, -2.98711, 2.61650], [-3.46833, -3.88080, 3.57643], [-2.61443, -4.29320, 4.59081], [-1.31284, -3.81738, 4.64085], [-0.86065, -2.92330, 3.69028], [-3.67396, -2.65757, 1.81344], [-4.47863, -4.25270, 3.53360], [-2.95977, -4.98721, 5.33977], [-0.64645, -4.14082, 5.42289], [0.15769, -2.56051, 3.71085], [1.15022, -2.31023, -3.56308], [1.51594, -0.83591, -2.55401], [3.31652, -1.08353, -2.37909], [1.00536, -1.20707, -1.15868], [2.06032, -2.74213, -3.96184], [0.50531, -2.00059, -4.37991], [0.62294, -3.03243, -2.94829], [3.77182, -1.01736, -3.36276], [3.50998, -2.05509, -1.93455], [3.70978, -0.29115, -1.74604], [1.32182, 0.63629, 5.26522], [0.85863, 0.83129, 3.90462], [0.47799, 1.96701, 3.32783], [0.59887, 3.14910, 3.92051], [-0.20561, 1.95797, 1.75598], [0.67601, -0.08640, 5.76497], [1.28261, 1.56162, 5.83181], [2.34959, 0.26696, 5.27617], [0.66737, -0.01524, 3.37057], [0.94910, 3.27726, 4.85759], [0.26561, 3.96319, 3.42694], [2.37644, -2.38067, 1.25673], [2.95241, -1.17899, 1.46222], [4.21220, -1.09548, 2.09194], [4.81297, 0.12781, 2.23598], [4.17015, 1.26055, 1.72420], [2.94277, 1.11262, 1.12767], [2.31268, -0.07681, 1.01669], [2.75860, -3.20661, 1.68748], [1.46435, -2.42354, 0.81498], [4.69178, -1.99954, 2.43227], [5.77243, 0.21460, 2.72101], [4.63824, 2.22700, 1.78741], [2.41316, 1.96568, 0.70942], [-2.98997, 1.27723, -2.00899], [-1.56297, 2.15970, -2.65471], [-1.16932, 1.56633, -4.30613], [-1.82433, 3.92167, -2.64891], [-0.47549, 1.81559, -1.79908], [0.36997, 1.47244, -1.08675]]}